# 1
The following is a quantum chemistry calculation of a structure of composition C4H8IN4 in a non-equilibrium geometry, from the OMol25 dataset.

The geometry in XYZ format:
```
17
Properties=species:S:1:pos:R:3:nbo_charge:R:1
H -1.106 1.816 0.837 0.2658
H -1.657 -2.633 -0.986 0.3734
I 1.764 -4.103 -3.087 0.4639
H 0.100 1.750 -0.446 0.2409
N 0.944 -0.991 -0.264 -0.2427
C 1.551 -2.500 -1.942 0.1334
H -2.233 0.292 -1.333 0.2293
H 2.276 -1.207 1.400 0.2325
H 1.793 0.462 0.783 0.2165
N 1.439 -1.936 -0.918 -0.0903
H -1.511 2.407 -0.648 0.2607
H 0.831 -0.594 1.819 0.2245
C -1.270 0.303 -0.772 0.1555
C -0.908 1.637 -0.192 -0.6747
N -1.196 -1.856 -1.380 -0.4120
C 1.474 -0.494 0.991 -0.4367
N -0.888 -0.880 -0.734 0.0602
```

Computed properties:
ΔE to the lowest compared entry with this formula, charge and spin (kJ/mol): 727.23
E_LUMO (eV): -4.6
Charge: +1

# 2
The following is a quantum chemistry calculation of a cluster of 2 separate species, C4H7NOS in total in a non-equilibrium geometry, from the OMol25 dataset.

The geometry in XYZ format:
```
14
Properties=species:S:1:pos:R:3:nbo_charge:R:1
H 0.559 0.644 -1.553 0.1962
C 0.754 -0.137 -0.745 -0.4123
C -1.691 2.385 1.262 0.8599
H -0.066 -1.114 2.420 0.2159
H 1.584 -0.754 -0.884 0.1888
C 0.029 -0.272 0.368 -0.1492
H -0.693 0.421 0.713 0.1822
O -1.550 2.289 2.402 -0.4943
H 1.443 -1.631 1.504 0.2066
H -1.764 2.429 -2.170 0.1122
C 0.304 -1.418 1.466 -0.6478
N -1.835 2.358 0.062 -0.7419
S -1.971 3.351 -1.264 0.2666
H -0.039 -2.363 1.149 0.2171
```

Computed properties:
ΔE to the lowest compared entry with this formula, charge and spin (kJ/mol): 226.75
E_LUMO (eV): 0.5
Charge: 0
SMILES: O=C=NS.C=CC

# 3
The following is a quantum chemistry calculation of the molecule C4H8N2S in a non-equilibrium geometry, from the OMol25 dataset.

The geometry in XYZ format:
```
15
Properties=species:S:1:pos:R:3:nbo_charge:R:1
H 2.071 -1.922 1.886 0.0923
H -0.710 2.471 -1.191 0.2167
C -2.356 -0.070 -0.056 -0.4985
N -0.297 -0.121 -1.432 -0.4938
C 0.620 -0.520 -0.661 0.3039
H 1.520 -1.007 -1.077 0.1811
H -2.272 -1.094 0.303 0.1987
H -3.281 0.430 0.291 0.2106
H -1.673 1.812 -2.491 0.2290
H -2.505 2.444 -0.996 0.2166
C -1.624 1.892 -1.388 -0.6452
N 0.655 -0.455 0.715 -0.7964
C -1.449 0.484 -0.859 0.1587
S 2.085 -0.610 1.557 0.2071
H -0.168 -0.073 1.164 0.4192
```

Computed properties:
ΔE to the lowest compared entry with this formula, charge and spin (kJ/mol): 175.59
E_LUMO (eV): 0.8
Charge: 0
SMILES: C=C(C)/N=C\NS

# 4
The following is a quantum chemistry calculation of a structure of composition C9H19NOS in a non-equilibrium geometry, from the OMol25 dataset.

The geometry in XYZ format:
```
31
Properties=species:S:1:pos:R:3:nbo_charge:R:1
H -1.424 1.256 0.657 0.2149
H -3.642 -1.000 2.217 0.2164
H -2.097 -0.289 -2.674 0.2007
S 0.423 -0.755 -0.833 1.3347
C -3.837 0.971 -0.615 -0.6159
C 4.159 0.144 -0.051 -0.4018
H 6.148 0.525 0.587 0.2220
H -1.885 -1.402 2.674 0.2267
H -2.064 -1.766 -1.683 0.2307
H -1.887 -1.807 0.244 0.2454
H 4.181 -0.599 0.835 0.1876
H 2.390 1.150 -0.917 0.1944
C -2.719 -0.056 -0.597 -0.0729
H 4.251 -0.408 -0.930 0.2123
H -4.756 0.443 -0.921 0.2177
N 1.786 -0.461 0.240 -0.8707
O 0.115 -2.165 -0.598 -0.9337
C -2.583 -0.836 2.113 -0.6268
H 1.965 -0.843 1.226 0.4011
H 5.553 1.815 -0.717 0.2119
H -3.532 -1.113 -2.292 0.2117
H -3.837 1.701 0.217 0.2200
C -2.232 -0.788 0.641 -0.2783
C -1.431 0.321 0.085 -0.2939
C 5.288 1.158 0.180 -0.6239
H 2.611 1.426 0.716 0.1744
H -2.389 0.020 2.704 0.2050
H -3.710 1.592 -1.528 0.2087
H 5.043 1.990 0.893 0.2091
C 2.746 0.646 -0.027 -0.2188
C -2.631 -0.869 -1.848 -0.6087
```

Computed properties:
ΔE to the lowest compared entry with this formula, charge and spin (kJ/mol): 430.17
E_LUMO (eV): 0.7
Charge: 0

# 5
The following is a quantum chemistry calculation of a cluster of 2 separate species, C5H8FNS2 in total in a non-equilibrium geometry, from the OMol25 dataset.

The geometry in XYZ format:
```
17
Properties=species:S:1:pos:R:3:nbo_charge:R:1
S 3.214 1.396 -0.728 0.1750
C -1.902 0.024 0.839 -0.4335
H 0.035 0.767 0.192 0.1932
C -0.963 1.154 0.428 -0.6088
F -2.634 -0.363 -1.388 -0.3811
H -1.348 1.661 -0.461 0.2175
H -1.512 -0.502 1.720 0.2048
C 1.902 -0.902 -0.667 0.2251
H -1.141 -1.440 -0.563 0.1983
C -2.098 -0.990 -0.270 0.0369
H 4.494 1.567 -0.370 0.1505
H -2.785 -1.788 0.031 0.1530
S 4.420 -1.222 0.170 0.1457
C 3.195 -0.316 -0.388 -0.4287
N 0.866 -1.369 -0.890 -0.2584
H -2.883 0.429 1.118 0.2036
H -0.858 1.895 1.228 0.2067
```

Computed properties:
ΔE to the lowest compared entry with this formula, charge and spin (kJ/mol): 0.00
E_LUMO (eV): -1.8
Charge: 0
SMILES: N#CC(=S)S.CCCF

# 6
The following is a quantum chemistry calculation of a structure of composition C29H46BrHgN3P2 in a non-equilibrium geometry, from the OMol25 dataset.

The geometry in XYZ format:
```
82
Properties=species:S:1:pos:R:3:mulliken_charge:R:1
C -1.708 1.631 -3.698 -0.8482
H -2.519 -3.103 -2.115 0.6192
H 6.494 2.805 -0.918 0.3580
C -1.118 1.138 -1.431 -0.0137
H 0.073 0.530 -3.146 0.5147
C -1.486 0.640 4.239 -0.5116
H -1.690 0.397 5.268 0.4534
C 6.668 1.824 -1.371 -1.1919
C -1.593 -4.482 0.250 -1.2494
C -2.238 1.802 -0.955 -0.0357
H -3.830 -2.363 -0.253 0.4059
C -3.111 2.404 -1.871 -1.0570
H -1.516 1.546 -4.768 0.3821
C -2.852 2.331 -3.259 1.2460
H 7.084 -2.440 -3.319 0.3678
H -0.318 -2.958 1.152 0.1144
C -2.310 3.041 4.312 -0.8332
H 6.734 -2.446 1.280 0.4169
C 5.032 -1.732 0.131 0.2472
C -5.672 4.315 -4.929 0.4302
H -2.852 -0.905 -0.001 0.1929
H 5.333 -0.440 -3.263 0.4767
H 6.663 1.959 -2.459 0.3249
P 6.155 -0.908 -1.068 0.3064
C -0.825 1.049 -2.791 -0.3818
H 0.510 -3.985 -0.008 0.5800
H -0.415 -3.489 -4.124 0.3929
H -7.100 3.954 -8.021 0.3496
H 4.668 0.954 -1.517 0.3025
H -0.623 -1.177 3.308 0.3821
C 0.097 -2.558 -3.851 -1.3630
H -7.171 7.328 -5.583 0.3542
C -6.011 3.707 -6.158 -0.4611
H 1.008 -3.593 -2.157 0.6382
C -3.720 2.955 -4.227 -0.3318
C -2.260 -2.090 -1.761 -0.3647
H -2.203 -1.425 -2.638 0.2586
H 5.326 0.999 0.140 0.4925
C 5.583 0.844 -0.918 -0.4367
C -4.853 3.634 -3.924 -0.5737
H -1.323 -5.286 0.945 0.4134
P -0.571 -2.177 -1.087 0.2135
H 1.447 -1.881 -2.288 -0.1651
H 4.620 -2.629 -0.352 0.4606
C 5.719 -2.069 1.450 -1.1954
H -1.781 -4.941 -0.728 0.3303
H -3.402 2.906 -5.270 0.4150
C 5.311 -1.352 -2.650 0.0412
H 5.709 -2.492 -4.438 0.3733
H 4.193 -1.031 0.300 -0.5450
H 5.143 -2.837 1.978 0.3507
H -4.050 -0.956 -1.292 0.3477
H -0.583 -1.720 -4.040 0.2979
C -3.297 -1.554 -0.765 -1.2959
H -1.419 2.652 1.692 0.4397
C 5.991 -2.511 -3.379 -1.1943
H 7.667 1.482 -1.072 0.3636
H -1.676 3.363 5.144 0.3398
Br 2.053 -0.900 1.244 -0.3396
H 5.775 -1.196 2.111 0.3296
C 0.616 -2.596 -2.413 -0.0729
H -3.306 2.813 4.705 0.3427
H -2.520 -4.024 0.615 0.2823
H 0.952 -2.449 -4.528 0.3701
C -0.446 -3.476 0.189 -0.2999
C -6.122 5.636 -4.712 -0.4226
H -3.990 2.928 -1.499 0.2396
H -5.860 6.171 -3.800 0.3665
H -2.457 1.852 0.116 0.3769
N -7.178 5.681 -6.861 -0.5734
Hg 0.182 0.128 -0.106 0.7401
C -1.353 1.804 2.362 -0.3818
C -6.851 6.288 -5.719 -0.3022
H -2.382 3.850 3.582 0.2755
N -0.889 0.583 2.085 0.1602
C -0.969 -0.159 3.252 -0.7212
H -5.182 3.744 -2.889 0.3423
H 4.264 -1.590 -2.411 -0.2045
H -5.685 2.697 -6.396 0.4268
N -1.740 1.871 3.663 0.0978
H 5.684 -3.482 -2.974 0.3268
C -6.795 4.422 -7.079 -0.3039
```

Computed properties:
ΔE to the lowest compared entry with this formula, charge and spin (kJ/mol): 67.85
E_LUMO (alpha / beta) (eV): -8.0 / -9.0
Charge: +2

# 7
The following is a quantum chemistry calculation of a cluster of 14 separate species, C25H74F3O16S in total in a non-equilibrium geometry, from the OMol25 dataset.

The geometry in XYZ format:
```
119
Properties=species:S:1:pos:R:3:mulliken_charge:R:1
H 16.454 -7.567 -2.026 0.5191
H 13.156 -9.019 -1.976 0.3257
C 12.418 -5.388 -3.062 -0.4623
O 15.935 -10.028 -1.409 -0.5911
H 15.245 -4.832 1.386 0.1316
H 12.670 -9.895 2.581 0.0544
O 14.976 -7.515 6.197 -0.5253
H 9.194 -5.167 3.848 -0.0420
H 7.846 -5.538 5.963 0.3598
H 16.935 -7.205 4.283 -0.2147
H 16.417 -3.292 8.211 0.3838
H 8.512 -6.797 0.027 0.2286
H 10.150 -1.424 0.886 0.2689
C 15.758 -4.252 2.152 0.0236
H 15.024 -9.431 5.262 0.4318
H 13.512 -4.774 5.433 -0.0186
C 9.071 -4.329 4.536 1.3554
C 11.065 -5.302 -5.186 -1.5202
C 15.366 -3.152 7.963 -1.4118
H 16.321 -4.075 5.901 0.3092
H 12.985 -0.615 3.948 0.4619
C 14.292 -7.820 3.988 -0.0162
H 15.252 -4.475 3.092 -0.1875
C 14.832 -4.343 7.219 0.0958
H 13.276 -10.199 -0.676 0.3028
H 17.324 -8.462 5.481 0.3354
F 12.201 -5.191 2.840 -0.0093
H 14.423 -8.288 3.010 0.1277
H 10.270 -3.396 6.125 0.3849
H 14.432 -6.742 3.909 -0.3700
H 7.893 -3.908 6.266 0.4108
H 12.859 -2.171 2.937 0.0721
H 12.750 -3.969 6.709 0.3815
H 16.779 -9.695 -1.725 0.3194
O 9.340 -5.356 1.279 -0.2735
C 13.096 -1.108 2.983 -1.1612
H 15.693 0.862 1.814 0.4376
F 13.018 -4.578 0.903 -0.0657
H 11.493 -5.131 -2.541 -0.0944
C 17.267 -4.598 2.110 1.0539
C 12.215 -4.768 -4.428 0.4053
H 15.477 -3.209 2.010 -0.0714
C 11.101 -10.895 1.422 0.9250
C 13.582 -9.201 -0.988 -0.3378
C 10.376 -4.082 5.283 -1.0380
O 15.923 -4.792 6.400 -0.6005
C 14.445 -0.781 2.259 0.7960
C 12.023 -5.278 1.489 0.1959
H 15.109 -7.935 -2.988 0.3813
H 17.506 -5.500 2.675 -0.3321
H 8.421 -3.949 -0.887 0.2772
C 15.377 -7.725 -1.952 -1.3146
O 18.009 -3.606 2.856 -0.5739
H 12.075 -11.280 3.370 0.4890
C 15.116 -8.921 -1.069 0.6418
H 12.306 -0.654 2.382 0.4286
H 14.952 -6.806 -1.549 0.0710
H 9.490 -12.008 0.707 0.3903
O 10.256 -0.603 0.402 -0.7410
O 10.415 -4.030 -0.431 -0.2007
S 10.377 -4.377 0.961 0.0354
H 7.554 -3.868 -2.130 0.2492
H 6.490 -5.350 2.209 0.3090
H 10.884 -6.341 -4.904 0.3675
H 12.156 -3.680 -4.374 0.2703
O 8.781 -3.100 3.868 -0.6751
O 13.387 -5.001 -5.117 -0.5817
H 17.668 -3.669 0.192 0.3069
H 18.864 -3.945 3.132 0.3446
H 7.529 -6.151 -0.931 0.4441
H 14.587 -1.182 1.255 0.2984
H 17.182 -5.330 0.122 0.1520
H 18.821 -4.928 0.626 0.4187
O 7.696 -4.390 -1.339 -0.6857
H 6.895 -4.395 4.970 0.3482
H 14.085 1.138 1.179 0.3487
O 7.801 -7.004 -0.581 -0.6472
H 10.156 -4.859 -4.774 0.3536
O 10.307 -3.158 1.805 -0.3103
C 16.726 -8.226 4.599 -0.7716
F 12.035 -6.542 1.067 -0.0728
O 6.749 -6.272 2.221 -0.6700
H 13.314 -5.861 -5.539 0.3545
H 13.974 -3.131 5.600 -0.0254
H 14.717 -2.876 8.796 0.3985
C 13.706 -4.010 6.186 -0.2081
H 10.395 -0.875 -0.510 0.4780
C 17.776 -4.625 0.705 -1.3339
H 11.982 -11.339 0.954 0.0592
O 10.726 -9.826 0.579 -0.5091
C 7.869 -4.594 5.416 -1.7495
H 13.247 -8.037 4.209 0.1797
H 14.518 1.367 2.888 0.3185
H 7.564 -6.299 1.714 0.3765
H 15.154 -1.136 4.101 0.2821
H 10.954 -5.188 -6.264 0.3856
H 12.531 -6.470 -3.131 0.2500
H 15.270 -2.317 7.267 0.2752
C 15.259 -8.384 5.069 0.1093
H 9.155 -11.521 2.365 0.3378
H 15.368 -6.658 6.004 0.2808
H 16.976 -8.965 3.838 0.4347
H 13.191 -4.889 -2.478 0.2502
C 11.747 -10.457 2.734 -1.1838
H 15.423 -8.678 -0.050 0.0736
H 14.585 -5.141 7.919 0.4096
H 13.077 -8.440 -0.393 -0.3503
H 11.160 -3.579 4.716 -0.1043
H 10.865 -2.746 -1.433 0.4726
H 11.099 -9.747 3.251 0.3427
C 14.632 0.714 2.022 -1.7494
H 9.482 -2.974 3.215 0.2560
H 10.323 -12.781 2.053 0.3780
C 9.946 -11.827 1.681 -1.4668
H 10.714 -5.038 5.686 0.3973
H 11.992 -1.791 -1.797 0.3158
H 11.347 -9.108 0.728 0.1782
O 15.474 -1.132 3.196 -0.5756
O 11.039 -1.884 -1.833 -0.7736
```

Computed properties:
ΔE to the lowest compared entry with this formula, charge and spin (kJ/mol): 0.00
E_LUMO (eV): 2.0
Charge: -1

# 8
The following is a quantum chemistry calculation of a structure of composition C7H6NO3 in a non-equilibrium geometry, from the OMol25 dataset.

The geometry in XYZ format:
```
17
Properties=species:S:1:pos:R:3:nbo_charge:R:1
C 1.285 -0.327 -0.362 0.6622
C -1.536 -1.630 0.114 0.0401
O -2.853 1.062 -1.138 -0.7341
H -2.434 -3.571 -0.168 0.1908
H -2.051 -3.062 1.454 0.1791
H 0.364 1.778 0.830 0.1888
N 0.047 0.205 -0.171 -0.4045
H 2.455 1.439 -1.205 0.2123
H 2.486 1.113 0.536 0.2155
C -2.490 0.814 0.007 0.8247
C -1.200 -0.344 0.014 -0.0374
O -2.724 1.201 1.117 -0.7132
C 0.445 1.540 -0.255 -0.1903
O 1.663 -1.504 -0.387 -0.6213
C 1.910 1.004 -0.371 -0.5018
C -2.011 -2.802 0.380 -0.5200
H 0.226 2.335 -0.954 0.2091
```

Computed properties:
ΔE to the lowest compared entry with this formula, charge and spin (kJ/mol): 136.10
E_LUMO (eV): 3.6
Charge: -1